#P
DFT (wB97M-V/def2-TZVPD) results for a gas-phase ion, C2H2O4P (charge -1).

Summary:
LUMO = 3.066 eV
HOMO level = -5.4 eV

Structure (ORCA input):
```
! RIJCOSX wB97M-V def2-TZVPD def2/J DEFGRID3
* xyz -1 1
O 0.215 -1.991 2.312
C 0.373 -1.267 1.355
C 0.386 -0.376 0.447
O 1.783 0.591 0.059
P -0.849 0.349 -0.687
O -2.159 -0.304 -0.530
O -0.694 1.865 -0.802
H 1.213 1.347 -0.441
H -0.268 -0.213 -1.712
*
```


#Q
DFT (wB97M-V/def2-TZVPD) results for a gas-phase ion, C2H2O4P (charge -1).

Summary:
LUMO = 3.989 eV
HOMO level = -4.8 eV

Structure (ORCA input):
```
! RIJCOSX wB97M-V def2-TZVPD def2/J DEFGRID3
* xyz -1 1
O 2.515 0.353 0.686
C 1.441 0.773 1.063
O 1.015 1.203 2.123
C 0.124 0.645 0.168
O -0.845 1.234 -0.020
O 0.136 -0.853 -0.237
P -1.034 -1.646 -1.013
H -2.016 -0.830 -0.626
H -1.337 -0.880 -2.144
*
```


Which of them is the most stable? Correct choice: #Q.


#P
DFT (wB97M-V/def2-TZVPD) results for 2 unconnected molecules or ions with the total composition C6H16.

Summary:
LUMO (alpha / beta) = 4.033 / 4.115 eV
<S²> = 0.75
HOMO level (alpha / beta) = 1.5 / -7.7 eV

Structure (ORCA input):
```
! RIJCOSX wB97M-V def2-TZVPD def2/J DEFGRID3
* xyz -1 2
C -3.188 -0.653 1.240
C -2.133 0.058 2.086
C -1.115 0.807 1.196
H -2.764 -1.441 0.617
H -3.943 -1.154 1.865
H -3.695 0.050 0.587
H -2.671 0.833 2.644
H -1.630 -0.679 2.710
H -0.337 1.237 1.824
H -1.626 1.637 0.703
H -0.846 0.161 0.363
C 2.791 0.634 -2.375
C 1.644 -0.021 -1.582
C 2.060 -0.861 -0.357
H 3.686 0.006 -2.419
H 2.476 0.774 -3.411
H 3.078 1.594 -1.960
H 0.993 0.773 -1.205
H 1.021 -0.571 -2.284
H 2.209 -1.917 -0.583
H 1.112 -0.903 0.183
H 2.876 -0.365 0.157
*
```


#Q
DFT (wB97M-V/def2-TZVPD) results for 2 unconnected molecules or ions with the total composition C6H16.

Summary:
LUMO (alpha / beta) = 4.102 / 4.095 eV
<S²> = 0.75
HOMO level (alpha / beta) = 1.5 / -7.7 eV

Structure (ORCA input):
```
! RIJCOSX wB97M-V def2-TZVPD def2/J DEFGRID3
* xyz -1 2
C -1.861 -0.481 0.810
C -2.379 0.451 -0.271
C -1.918 0.106 2.206
H -2.358 -1.456 0.754
H -0.802 -0.674 0.662
H -1.690 1.271 -0.467
H -2.927 0.350 2.572
H -1.469 -0.498 2.998
H -1.388 1.058 2.232
H -2.515 -0.085 -1.215
H -3.335 0.914 -0.008
C 2.119 -0.189 -0.401
C 1.262 -0.973 -1.376
C 2.837 1.032 -0.901
H 1.532 0.021 0.495
H 2.827 -0.889 0.038
H 0.313 -0.499 -1.608
H 2.228 1.702 -1.511
H 1.004 -1.969 -0.980
H 1.754 -1.140 -2.346
H 3.258 1.633 -0.096
H 3.656 0.773 -1.588
*
```


Which of them is the most stable? Correct choice: #Q.


#P
DFT (wB97M-V/def2-TZVPD) results for a molecular structure, C36H40ClIN9O4Rb.

Summary:
LUMO = 3.451 eV
HOMO level = -2.7 eV

Structure (ORCA input):
```
! RIJCOSX wB97M-V def2-TZVPD def2/J DEFGRID3
* xyz -2 1
Rb 0.379 -1.733 1.387
O -1.993 -1.137 2.213
C -2.804 -0.732 3.115
C -4.159 -1.183 3.156
C -5.080 -0.679 4.048
C -4.727 0.308 4.970
C -3.414 0.751 4.973
C -2.447 0.230 4.115
C -1.074 0.771 4.244
N 0.028 0.169 4.424
C 0.037 -1.276 4.555
C 1.396 -1.800 5.001
N 2.486 -1.372 4.134
C 3.341 -2.217 3.739
C 3.379 -3.692 3.913
C 4.436 -4.278 4.597
C 4.546 -5.655 4.739
C 3.568 -6.454 4.146
C 2.524 -5.901 3.434
C 2.375 -4.491 3.269
O 1.444 -3.977 2.562
H -4.451 -1.930 2.426
H -6.101 -1.049 4.018
H -5.455 0.718 5.658
H -3.110 1.522 5.676
H -1.009 1.864 4.242
H -0.254 -1.761 3.627
H -0.721 -1.597 5.281
H 1.337 -2.889 5.102
H 1.616 -1.374 5.986
H 4.185 -1.788 3.180
H 5.191 -3.632 5.037
H 5.370 -6.094 5.287
H 3.633 -7.534 4.233
H 1.778 -6.531 2.962
C -1.048 4.564 -5.603
C -0.144 3.365 -5.288
C 1.275 3.875 -5.012
C -0.097 2.484 -6.545
C -0.740 2.558 -4.074
O -1.978 2.027 -4.536
C -0.986 3.503 -2.879
C -1.341 2.943 -1.493
C -2.601 2.115 -1.349
C -2.669 1.120 -0.381
C -3.812 0.350 -0.197
C -4.910 0.604 -0.994
Cl -6.358 -0.360 -0.808
C -4.893 1.611 -1.946
C -3.741 2.361 -2.115
C 0.236 1.420 -3.729
N -0.323 0.374 -2.897
C 0.148 -0.058 -1.727
N -0.536 -1.107 -1.319
C -1.452 -1.270 -2.300
N -1.358 -0.406 -3.292
H -0.729 5.021 -6.543
H -0.993 5.331 -4.831
H -2.087 4.248 -5.710
H 1.639 4.408 -5.894
H 1.977 3.063 -4.815
H 1.321 4.566 -4.171
H 0.153 3.107 -7.407
H -1.059 2.008 -6.725
H 0.667 1.707 -6.485
H -2.119 1.144 -4.156
H -1.777 4.190 -3.184
H -0.089 4.110 -2.733
H -1.446 3.819 -0.842
H -0.496 2.396 -1.072
H -1.822 0.909 0.259
H -3.810 -0.429 0.553
H -5.769 1.794 -2.554
H -3.722 3.124 -2.880
H 1.099 1.805 -3.185
H 0.589 0.949 -4.645
H 0.999 0.402 -1.240
H -2.207 -2.039 -2.289
N 3.596 -1.623 0.097
C 3.136 -2.749 -0.498
O 2.400 -2.736 -1.468
C 3.553 -4.039 0.185
I 4.346 -5.429 -1.219
H 3.262 -0.711 -0.212
H 4.080 -1.680 0.975
H 2.674 -4.496 0.635
H 4.310 -3.906 0.952
N 5.469 4.725 -0.333
C 4.561 4.129 -0.745
N 3.518 3.540 -1.307
C 3.143 2.372 -0.866
N 2.713 1.318 -0.608
*
```


#Q
DFT (wB97M-V/def2-TZVPD) results for a molecular structure, C36H40ClIN9O4Rb.

Summary:
LUMO = 3.544 eV
HOMO level = -2.8 eV

Structure (ORCA input):
```
! RIJCOSX wB97M-V def2-TZVPD def2/J DEFGRID3
* xyz -2 1
Rb -0.026 0.099 -0.638
O -2.398 -0.506 0.216
C -3.439 0.070 0.662
C -4.752 -0.450 0.421
C -5.896 0.207 0.818
C -5.829 1.432 1.487
C -4.575 1.965 1.742
C -3.398 1.316 1.381
C -2.116 2.043 1.562
N -1.030 1.696 2.115
C -0.927 0.443 2.841
C 0.211 -0.458 2.353
N 1.449 0.283 2.210
C 2.555 -0.303 2.427
C 2.803 -1.719 2.755
C 3.630 -2.020 3.833
C 3.868 -3.322 4.246
C 3.253 -4.357 3.534
C 2.469 -4.094 2.433
C 2.243 -2.765 1.944
O 1.642 -2.547 0.845
H -4.811 -1.392 -0.114
H -6.865 -0.228 0.593
H -6.730 1.956 1.781
H -4.499 2.934 2.229
H -2.113 3.060 1.152
H -1.856 -0.137 2.835
H -0.696 0.725 3.874
H -0.069 -0.899 1.402
H 0.312 -1.293 3.057
H 3.439 0.343 2.388
H 4.084 -1.196 4.378
H 4.500 -3.530 5.100
H 3.405 -5.385 3.848
H 2.010 -4.907 1.879
C 5.179 -7.763 -2.469
C 3.667 -7.501 -2.392
C 3.067 -8.374 -1.284
C 3.057 -7.929 -3.736
C 3.415 -5.965 -2.144
O 4.010 -5.286 -3.233
C 4.072 -5.512 -0.821
C 4.034 -4.017 -0.479
C 4.758 -3.095 -1.427
C 4.113 -1.971 -1.929
C 4.759 -1.094 -2.791
C 6.071 -1.346 -3.145
Cl 6.899 -0.258 -4.234
C 6.746 -2.448 -2.648
C 6.084 -3.312 -1.791
C 1.886 -5.710 -2.085
N 1.494 -4.339 -2.335
C 0.771 -3.507 -1.575
N 0.575 -2.371 -2.210
C 1.193 -2.564 -3.399
N 1.772 -3.741 -3.521
H 5.362 -8.751 -2.898
H 5.649 -7.745 -1.485
H 5.661 -7.017 -3.101
H 3.274 -9.426 -1.499
H 1.983 -8.259 -1.219
H 3.497 -8.143 -0.309
H 3.448 -8.907 -4.023
H 3.312 -7.213 -4.516
H 1.971 -8.023 -3.689
H 3.404 -4.604 -3.579
H 5.111 -5.844 -0.818
H 3.573 -6.031 0.001
H 4.492 -3.915 0.510
H 3.011 -3.664 -0.348
H 3.087 -1.777 -1.637
H 4.244 -0.227 -3.183
H 7.774 -2.626 -2.933
H 6.614 -4.177 -1.409
H 1.516 -5.962 -1.093
H 1.374 -6.333 -2.817
H 0.488 -3.711 -0.555
H 1.229 -1.811 -4.170
N -2.536 1.110 -2.698
C -2.647 2.261 -2.017
O -1.720 3.030 -1.812
C -4.046 2.598 -1.521
I -5.292 3.249 -3.139
H -1.630 0.849 -3.101
H -3.263 0.417 -2.658
H -3.999 3.425 -0.824
H -4.558 1.748 -1.079
N -0.780 -1.185 -8.164
C -0.611 -0.449 -7.279
N -0.421 0.467 -6.378
C -0.194 0.386 -5.121
N 0.003 0.431 -3.967
*
```


Which of them is the most stable? Correct choice: #P.


#P
DFT (wB97M-V/def2-TZVPD) results for 2 unconnected molecules or ions with the total composition C2H8BNO2.

Summary:
LUMO = 0.379 eV
HOMO level = -9.1 eV

Structure (ORCA input):
```
! RIJCOSX wB97M-V def2-TZVPD def2/J DEFGRID3
* xyz 0 1
O -1.177 -3.605 -2.186
B -1.214 -2.468 -1.821
O -1.024 -1.248 -1.479
H -0.611 -0.998 -0.726
C 1.120 0.132 1.443
N 0.437 0.491 0.221
C -0.449 1.601 0.011
H 1.779 0.971 1.729
H 0.402 -0.146 2.251
H 1.708 -0.735 1.289
H 0.919 0.400 -0.718
H -1.447 1.137 0.109
H -0.194 2.330 0.764
H -0.249 2.137 -0.890
*
```


#Q
DFT (wB97M-V/def2-TZVPD) results for 2 unconnected molecules or ions with the total composition C2H8BNO2.

Summary:
LUMO = 0.211 eV
HOMO level = -8.6 eV

Structure (ORCA input):
```
! RIJCOSX wB97M-V def2-TZVPD def2/J DEFGRID3
* xyz 0 1
B -0.819 0.685 -0.075
C 0.500 -1.347 -0.132
C 1.673 0.863 0.025
N 0.419 0.120 -0.305
O -2.394 -1.201 -0.019
O -1.453 1.809 -0.011
H 1.225 -1.744 0.463
H -0.411 -1.827 0.164
H 0.666 -1.744 -1.220
H 1.931 0.787 1.100
H 2.664 0.596 -0.484
H 1.411 1.802 -0.337
H -3.164 -0.723 0.438
H -2.249 1.923 0.393
*
```


Which of them is the most stable? Correct choice: #P.


#P
DFT (wB97M-V/def2-TZVPD) results for a single C8H8P2 molecule.

Summary:
LUMO (alpha / beta) = -0.354 / -0.953 eV
HOMO level (alpha / beta) = -7.8 / -7.9 eV

Structure (ORCA input):
```
! RIJCOSX wB97M-V def2-TZVPD def2/J DEFGRID3
* xyz 0 1
H 0.992 -0.074 -2.326
P 0.277 1.114 -2.132
C 0.288 0.979 -0.334
C 0.618 2.156 0.350
C 0.770 2.181 1.718
C 0.581 1.018 2.451
C 0.194 -0.137 1.804
C -0.003 -0.183 0.419
C -0.534 -1.417 -0.142
C -0.998 -1.614 -1.358
P -1.540 -2.886 -2.411
H 0.784 3.057 -0.226
H 1.043 3.099 2.216
H 0.710 1.029 3.523
H 0.019 -1.033 2.382
H -0.636 -2.211 0.599
H -0.370 -2.979 -3.161
H -2.198 -2.100 -3.371
*
```


#Q
DFT (wB97M-V/def2-TZVPD) results for a single C8H8P2 molecule.

Summary:
LUMO (alpha / beta) = -0.599 / -0.599 eV
HOMO level (alpha / beta) = -7.7 / -7.7 eV

Structure (ORCA input):
```
! RIJCOSX wB97M-V def2-TZVPD def2/J DEFGRID3
* xyz 0 1
C 0.727 0.250 -2.439
C -0.584 0.081 -2.486
C 1.586 0.401 -1.293
C -1.584 -0.036 -1.507
C 1.184 0.660 -0.079
C -1.450 0.384 -0.230
C 0.583 0.009 2.653
C -0.703 -0.716 2.243
P 1.058 1.369 1.434
P -1.861 0.647 1.314
H 1.300 -0.018 -3.373
H -0.877 -0.245 -3.493
H 2.621 0.507 -1.424
H -2.444 -0.525 -1.971
H 0.564 0.415 3.673
H 1.468 -0.735 2.456
H -1.230 -1.147 3.086
H -0.358 -1.301 1.437
*
```


Which of them is the most stable? Correct choice: #P.


#P
DFT (wB97M-V/def2-TZVPD) results for 11 unconnected molecules or ions with the total composition C5H31NO12.

Summary:
LUMO = 0.135 eV
HOMO level = -10.0 eV

Structure (ORCA input):
```
! RIJCOSX wB97M-V def2-TZVPD def2/J DEFGRID3
* xyz 0 1
C -2.691 1.359 0.588
N -1.745 0.320 1.069
C -1.833 -0.849 0.128
C -1.770 -2.161 0.881
O -2.196 -3.285 0.134
C -0.676 -0.647 -0.959
C -0.100 -1.961 -1.413
O -0.349 -2.434 -2.507
H -2.408 2.267 1.119
H -3.740 1.227 0.882
H -2.656 1.529 -0.484
H -2.190 -0.009 1.927
H -2.708 -0.795 -0.524
H -2.325 -2.087 1.820
H -0.715 -2.376 1.112
H -2.910 -3.027 -0.460
H 0.174 -0.050 -0.627
H -1.193 -0.165 -1.788
H 0.725 -2.387 -0.818
O -3.537 -1.224 -3.076
H -2.606 -1.162 -2.915
H -3.745 -0.702 -3.847
O 3.147 0.939 -1.673
H 2.206 0.951 -1.884
H 3.299 1.874 -1.744
O -1.286 -0.771 4.215
H -0.412 -0.368 4.022
H -1.277 -1.671 4.571
O 0.716 1.573 1.450
H 1.348 0.831 1.283
H -0.123 1.102 1.205
O 3.724 2.732 1.635
H 2.846 2.435 1.885
H 3.827 2.826 0.687
O 0.716 0.948 4.165
H 0.922 1.096 3.214
H 0.064 1.586 4.427
O -1.063 -0.518 -4.373
H -0.767 -0.504 -5.295
H -0.840 -1.343 -3.890
O 0.764 1.876 -3.544
H 1.333 2.544 -3.936
H -0.108 2.285 -3.464
O 2.273 -0.656 0.708
H 3.179 -0.715 1.113
H 1.872 -1.099 1.477
O 4.793 -0.036 1.348
H 5.361 -0.191 0.584
H 4.677 0.894 1.573
*
```


#Q
DFT (wB97M-V/def2-TZVPD) results for 11 unconnected molecules or ions with the total composition C5H31NO12.

Summary:
LUMO = 0.038 eV
HOMO level = -9.2 eV

Structure (ORCA input):
```
! RIJCOSX wB97M-V def2-TZVPD def2/J DEFGRID3
* xyz 0 1
N -1.507 -2.223 0.554
C -1.632 -1.464 -0.644
C -0.683 -1.884 -1.871
O 0.387 -2.357 -1.630
C -1.127 -0.031 -0.261
C -2.139 0.734 0.562
C -3.071 1.661 -0.186
O -2.510 2.949 -0.508
H -1.765 -3.220 0.502
H -0.534 -2.197 0.854
H -2.673 -1.464 -1.083
H -0.798 -1.543 -2.897
H -0.069 -0.248 0.117
H -0.758 0.570 -1.149
H -2.736 -0.071 0.979
H -1.652 1.196 1.414
H -3.880 1.999 0.452
H -3.545 1.243 -1.058
H -1.789 2.749 -1.112
O -0.206 0.016 -4.074
H 0.668 -0.378 -4.014
H -0.153 0.756 -3.464
O 1.510 1.384 -2.182
H 2.406 0.946 -2.170
H 1.486 1.559 -1.234
O 2.027 -1.299 -3.498
H 2.485 -1.114 -2.672
H 1.890 -2.273 -3.436
O 0.853 0.541 3.351
H 1.782 0.411 3.213
H 0.181 -0.107 3.385
O 1.054 2.197 0.825
H 0.858 1.934 1.716
H 1.041 3.132 0.840
O 1.689 -3.933 0.264
H 1.795 -3.573 -0.607
H 2.268 -3.474 0.899
O 3.408 0.840 -0.119
H 2.735 1.433 0.217
H 4.249 1.182 0.262
O -0.741 3.711 1.718
H -0.946 3.043 2.460
H -1.497 3.484 1.160
O 2.554 -1.233 1.539
H 2.951 -0.589 0.932
H 1.595 -1.256 1.471
O -1.592 -1.042 3.676
H -2.337 -0.739 3.138
H -1.535 -1.959 3.369
*
```


Which of them is the most stable? Correct choice: #P.


#P
DFT (wB97M-V/def2-TZVPD) results for 4 unconnected molecules or ions with the total composition H6IO3.

Summary:
LUMO = 3.555 eV
HOMO level = -4.2 eV

Structure (ORCA input):
```
! RIJCOSX wB97M-V def2-TZVPD def2/J DEFGRID3
* xyz -1 1
I -0.163 0.546 1.807
O 0.068 0.005 -1.669
H -0.231 -0.207 -0.767
H 0.831 -0.571 -1.750
O 2.790 -1.493 0.820
H 1.987 -0.990 0.813
H 2.437 -2.360 0.793
O -2.679 1.938 -0.234
H -3.030 1.056 -0.302
H -2.009 2.073 0.487
*
```


#Q
DFT (wB97M-V/def2-TZVPD) results for 4 unconnected molecules or ions with the total composition H6IO3.

Summary:
LUMO = 3.506 eV
HOMO level = -4.4 eV

Structure (ORCA input):
```
! RIJCOSX wB97M-V def2-TZVPD def2/J DEFGRID3
* xyz -1 1
I 0.217 -0.215 -1.787
O 0.897 -1.621 1.508
H 1.325 -0.724 1.554
H 0.700 -1.782 0.575
O -3.204 0.315 -1.253
H -3.480 1.039 -1.807
H -2.260 0.118 -1.456
O 1.737 0.997 1.181
H 1.400 0.843 0.344
H 2.666 1.028 1.138
*
```


Which of them is the most stable? Correct choice: #Q.


#P
DFT (wB97M-V/def2-TZVPD) results for 2 unconnected molecules or ions with the total composition C2H7NS.

Summary:
LUMO (alpha / beta) = -5.059 / -8.076 eV
<S²> = 0.76
HOMO level (alpha / beta) = -13.3 / -13.3 eV

Structure (ORCA input):
```
! RIJCOSX wB97M-V def2-TZVPD def2/J DEFGRID3
* xyz 1 2
S 0.898 0.446 -2.313
H 0.779 -0.564 -1.387
C -1.074 -0.100 1.633
C -1.182 -1.247 2.423
N 0.061 0.539 1.233
H -1.915 0.429 1.221
H -2.172 -1.834 2.288
H -0.520 -1.431 3.243
H 0.829 -0.084 1.508
H -0.076 0.790 0.262
H 1.812 -0.135 -3.085
*
```


#Q
DFT (wB97M-V/def2-TZVPD) results for 2 unconnected molecules or ions with the total composition C2H7NS.

Summary:
LUMO (alpha / beta) = -4.956 / -8.718 eV
<S²> = 0.77
HOMO level (alpha / beta) = -13.0 / -13.0 eV

Structure (ORCA input):
```
! RIJCOSX wB97M-V def2-TZVPD def2/J DEFGRID3
* xyz 1 2
S 2.096 0.302 -1.505
H 2.818 1.446 -1.314
C -1.264 0.038 1.073
C -2.473 0.731 1.219
N -1.113 -1.374 0.849
H -0.349 0.542 1.351
H -2.455 1.760 1.376
H -3.423 0.123 1.371
H -1.581 -1.938 1.513
H -0.507 -1.743 0.244
H 2.180 -0.021 -0.160
*
```


Which of them is the most stable? Correct choice: #P.